# 1
This record from the Open Molecules 2025 dataset describes C48H42N9O3PSY as an isolated structure at a distorted geometry. The level of theory is wB97M-V/def2-TZVPD.

Geometry (Å):
Y  -1.210  0.876  -1.778
C  -1.560  4.596  1.024
C  -2.780  4.449  1.673
C  -3.594  3.363  1.434
C  -3.102  2.296  0.640
N  -1.938  2.436  0.026
C  -1.240  3.591  0.171
N  -3.777  1.080  0.754
C  -3.937  0.237  -0.166
N  -3.593  0.407  -1.467
C  -4.073  -0.684  -2.202
N  -4.197  -0.780  -3.462
C  -3.778  0.180  -4.316
C  -4.522  0.407  -5.482
C  -4.203  1.438  -6.290
C  -3.032  2.166  -6.114
C  -2.318  1.845  -4.995
N  -2.679  0.941  -4.061
C  -4.599  -1.705  -1.238
C  -5.052  -2.987  -1.448
C  -5.400  -3.701  -0.281
C  -5.344  -3.096  1.027
C  -4.807  -1.847  1.170
C  -4.488  -1.143  -0.002
H  -0.825  5.320  1.276
H  -3.214  5.074  2.453
H  -4.436  3.201  1.999
H  -0.310  3.593  -0.465
H  -5.441  -0.193  -5.600
H  -4.772  1.720  -7.157
H  -2.640  2.901  -6.830
H  -1.327  2.330  -4.812
H  -5.146  -3.388  -2.473
H  -5.716  -4.782  -0.455
H  -5.533  -3.737  1.883
H  -4.754  -1.386  2.123
C  -0.200  -0.058  -6.363
O  -0.057  -0.106  -4.916
C  -0.739  -1.073  -4.262
O  -0.736  -0.972  -3.022
N  -1.300  -2.059  -4.917
N  -2.054  -3.060  -4.298
H  0.545  0.631  -6.749
H  -1.219  0.184  -6.727
H  0.081  -1.031  -6.811
H  -1.293  -1.900  -5.928
H  -1.769  -4.024  -4.482
H  -2.991  -2.664  -4.066
O  -0.201  2.765  -2.656
N  1.064  3.198  -2.466
C  1.414  4.306  -3.161
C  2.648  4.858  -2.974
C  3.576  4.230  -2.123
C  3.153  3.160  -1.374
C  1.893  2.577  -1.608
S  1.394  1.124  -0.916
H  0.721  4.764  -3.939
H  2.883  5.642  -3.625
H  4.563  4.686  -2.001
H  3.850  2.661  -0.695
C  -0.854  -2.441  2.278
C  -1.043  -3.038  1.054
C  -1.146  -2.257  -0.084
N  -0.934  -0.890  -0.016
C  -0.793  -0.364  1.240
C  -0.690  -1.092  2.426
H  -0.949  -3.031  3.120
H  -1.290  -4.090  0.965
H  -1.276  -2.584  -1.108
H  -0.665  0.723  1.293
H  -0.573  -0.760  3.433
C  3.297  -1.317  8.142
C  2.125  -0.659  7.704
C  1.877  -0.476  6.382
C  2.851  -0.796  5.391
C  4.068  -1.262  5.834
C  4.262  -1.598  7.202
P  2.490  -0.287  3.652
C  4.080  0.470  3.148
C  5.261  -0.268  2.792
C  6.464  0.372  2.430
C  6.484  1.739  2.297
C  5.393  2.539  2.724
C  4.132  1.884  3.021
C  2.510  -1.852  2.717
C  2.471  -1.688  1.333
C  2.459  -2.794  0.475
C  2.361  -4.014  1.003
C  2.482  -4.219  2.427
C  2.490  -3.127  3.280
H  3.467  -1.617  9.166
H  1.382  -0.353  8.378
H  0.905  -0.076  6.088
H  4.943  -1.471  5.191
H  5.175  -2.071  7.508
H  5.210  -1.438  2.840
H  7.291  -0.333  2.146
H  7.445  2.256  2.047
H  5.395  3.600  2.483
H  3.276  2.489  3.235
H  2.590  -0.585  0.993
H  2.305  -2.706  -0.630
H  2.319  -4.815  0.318
H  2.433  -5.189  2.861
H  2.631  -3.373  4.341

Output
* M: 944.87 g mol⁻¹
* orbital gap: 7.325 eV
* total charge: +1
* total energy: -91175.6285 eV
* strongest force on any atom: 3.619 eV Å⁻¹
* highest occupied orbital energy: -0.3618 Ha
* energy above the lowest of the compared OMol25 structures with the same formula, charge and spin: 216.5 kJ/mol

Mulliken atomic charge list, values in e, 99 entries:
1. Y 0.813
2. C -1.048
3. C -0.289
4. C -1.163
5. C 0.403
6. N 0.519
7. C 0.036
8. N -0.481
9. C 0.190
10. N -0.708
11. C 1.091
12. N -0.513
13. C 0.277
14. C -1.049
15. C -0.299
16. C -0.929
17. C -0.392
18. N 0.569
19. C -0.018
20. C -0.214
21. C -0.540
22. C -0.822
23. C -0.247
24. C 0.357
25. H 0.490
26. H 0.361
27. H 0.578
28. H 0.147
29. H 0.474
30. H 0.421
31. H 0.423
32. H 0.395
33. H 0.486
34. H 0.331
35. H 0.401
36. H 0.641
37. C -1.023
38. O -0.162
39. C 0.281
40. O -0.362
41. N 0.217
42. N -0.465
43. H 0.223
44. H 0.368
45. H 0.476
46. H 0.074
47. H 0.206
48. H 0.216
49. O -0.509
50. N 0.395
51. C -0.178
52. C -0.771
53. C -0.344
54. C -0.893
55. C 0.329
56. S 0.056
57. H 0.322
58. H 0.408
59. H 0.406
60. H 0.512
61. C -0.521
62. C -1.209
63. C -0.238
64. N 1.653
65. C 0.054
66. C -1.579
67. H 0.612
68. H 0.529
69. H 0.337
70. H 0.206
71. H 0.698
72. C -0.559
73. C -0.545
74. C -0.536
75. C 0.406
76. C -0.015
77. C -0.664
78. P -0.029
79. C 0.766
80. C 0.038
81. C -0.661
82. C -0.366
83. C -0.717
84. C -0.494
85. C 0.553
86. C 0.323
87. C -0.660
88. C -0.516
89. C -0.718
90. C -0.597
91. H 0.389
92. H 0.442
93. H 0.335
94. H 0.221
95. H 0.420
96. H 0.204
97. H 0.325
98. H 0.343
99. H 0.400


# 2
This record from the Open Molecules 2025 dataset describes C48H43Cl2F4N10O2RbS2 as an isolated structure at a distorted geometry. The level of theory is wB97M-V/def2-TZVPD.

Geometry (Å):
Rb  1.170  0.737  2.156
C  -0.035  -2.606  4.086
C  0.525  -1.259  4.439
N  -0.287  -0.266  4.461
N  0.318  0.952  4.798
C  -0.445  1.996  4.676
S  -2.015  2.225  4.068
S  0.347  3.548  5.104
C  1.888  3.033  5.921
C  1.763  2.923  7.413
C  1.099  1.836  7.981
C  0.976  1.726  9.356
C  1.509  2.701  10.190
C  2.163  3.791  9.635
C  2.287  3.898  8.256
C  1.995  -1.225  4.702
C  2.484  -1.123  5.997
C  3.844  -1.175  6.268
C  4.725  -1.341  5.200
C  4.264  -1.454  3.904
C  2.878  -1.406  3.593
O  2.442  -1.467  2.377
H  -1.102  -2.549  3.876
H  0.491  -2.994  3.211
H  0.142  -3.305  4.909
H  2.167  2.069  5.493
H  2.649  3.768  5.657
H  0.674  1.091  7.318
H  0.459  0.874  9.781
H  1.415  2.611  11.265
H  2.578  4.559  10.276
H  2.799  4.751  7.824
H  1.776  -0.997  6.810
H  4.208  -1.081  7.283
H  5.794  -1.378  5.388
H  4.951  -1.578  3.075
Cl  -1.322  0.552  0.161
C  -1.670  1.504  -1.287
H  -2.750  1.572  -1.369
H  -1.249  0.974  -2.141
C  -1.101  -2.280  -1.865
C  -0.503  -3.692  -1.792
C  -0.158  -4.019  -0.332
C  -1.620  -4.658  -2.216
C  0.752  -3.904  -2.697
O  1.151  -5.288  -2.588
C  0.574  -3.698  -4.224
C  0.341  -2.343  -4.914
C  -1.070  -1.842  -5.104
C  -2.116  -2.672  -5.491
C  -3.399  -2.177  -5.677
C  -3.634  -0.826  -5.493
Cl  -5.245  -0.203  -5.722
C  -2.610  0.036  -5.139
C  -1.340  -0.484  -4.944
C  2.046  -3.254  -2.145
N  2.035  -1.836  -1.853
C  1.898  -1.226  -0.668
N  1.904  0.081  -0.825
C  2.115  0.227  -2.157
N  2.200  -0.905  -2.820
H  -1.758  -2.140  -1.004
H  -1.700  -2.151  -2.764
H  -0.357  -1.485  -1.840
H  -1.080  -4.119  0.240
H  0.403  -3.223  0.155
H  0.413  -4.945  -0.255
H  -2.504  -4.447  -1.612
H  -1.363  -5.706  -2.034
H  -1.905  -4.531  -3.262
H  0.428  -5.824  -2.935
H  -0.197  -4.407  -4.545
H  1.503  -4.099  -4.635
H  0.771  -2.447  -5.917
H  0.930  -1.567  -4.435
H  -1.939  -3.730  -5.648
H  -4.211  -2.830  -5.967
H  -2.801  1.094  -5.023
H  -0.535  0.185  -4.658
H  2.856  -3.444  -2.848
H  2.289  -3.764  -1.214
H  1.831  -1.746  0.279
H  2.221  1.182  -2.648
F  1.566  5.993  -4.352
C  0.570  5.288  -4.919
C  0.147  5.660  -6.175
F  0.779  6.706  -6.741
C  -0.907  5.025  -6.867
C  -1.477  3.961  -6.134
C  -1.044  3.598  -4.882
F  -1.647  2.534  -4.289
C  -0.005  4.237  -4.213
C  0.456  3.784  -2.888
C  -0.397  3.294  -2.001
N  -1.167  2.868  -1.173
C  1.839  3.808  -2.524
N  2.950  3.823  -2.227
F  -2.484  3.239  -6.662
C  -1.350  5.420  -8.165
C  -2.443  4.809  -8.826
N  -3.326  4.359  -9.422
C  -0.740  6.462  -8.904
N  -0.287  7.298  -9.562
C  -3.894  -1.043  4.319
C  -3.568  -0.635  2.882
C  -3.113  -1.763  2.072
N  -2.769  -2.664  1.447
H  -4.404  -0.218  4.814
H  -2.968  -1.226  4.861
H  -4.525  -1.932  4.360
H  -2.779  0.124  2.924
H  -4.428  -0.191  2.376

Output
* M: 1088.44 g mol⁻¹
* orbital gap: 6.484 eV
* total charge: -2
* total energy: -127711.7968 eV
* strongest force on any atom: 1.019 eV Å⁻¹
* highest occupied orbital energy: -0.1169 Ha
* energy above the lowest of the compared OMol25 structures with the same formula, charge and spin: 46.1 kJ/mol

Mulliken atomic charge list, values in e, 99 entries:
1. Rb 0.828
2. C -1.238
3. C 0.018
4. N -0.376
5. N -0.084
6. C 0.216
7. S -0.376
8. S -0.193
9. C -0.533
10. C 0.356
11. C 0.233
12. C -0.752
13. C -0.377
14. C -0.535
15. C -0.527
16. C 0.963
17. C -0.116
18. C -0.902
19. C -0.414
20. C -0.800
21. C -0.217
22. O -0.581
23. H 0.289
24. H 0.200
25. H 0.295
26. H -0.097
27. H 0.539
28. H 0.308
29. H 0.389
30. H 0.353
31. H 0.355
32. H 0.340
33. H 0.341
34. H 0.383
35. H 0.359
36. H 0.400
37. Cl 0.204
38. C 0.088
39. H 0.430
40. H -0.480
41. C -0.977
42. C 2.979
43. C -2.053
44. C -2.059
45. C 1.911
46. O -0.676
47. C -1.891
48. C -1.033
49. C -0.337
50. C 0.000
51. C -0.992
52. C 0.107
53. Cl -0.266
54. C -0.819
55. C 0.623
56. C -2.479
57. N 1.224
58. C -0.110
59. N -0.143
60. C -0.618
61. N -1.013
62. H 0.491
63. H 0.126
64. H -0.543
65. H 0.668
66. H 0.116
67. H 0.270
68. H 0.502
69. H 0.555
70. H 0.353
71. H 0.552
72. H 0.590
73. H 0.282
74. H 0.622
75. H 0.157
76. H 0.464
77. H 0.425
78. H 0.685
79. H 0.409
80. H 0.452
81. H 0.431
82. H 0.498
83. H 0.464
84. F -0.359
85. C 0.341
86. C -0.041
87. F -0.347
88. C 0.483
89. C 0.261
90. C 0.181
91. F -0.293
92. C 0.481
93. C 0.026
94. C 0.543
95. N -0.450
96. C -0.133
97. N -0.577
98. F -0.328
99. C 0.311